ORCA calculation (wB97M-V/def2-TZVPD) on one molecule with the formula C5H13NO2 in a non-equilibrium geometry.

```
21
Properties=species:S:1:pos:R:3:forces:R:3
N 1.324563 1.608247 0.060540 -0.826 1.524 -0.029
C 0.724596 0.385145 0.475478 -1.712 0.085 1.446
C 1.266036 -0.253489 1.752703 0.623 1.187 1.541
O 0.132514 -0.776631 2.375522 -0.254 -3.100 0.394
C 0.685305 -0.686951 -0.612173 0.636 0.167 0.460
C -0.439804 -0.408897 -1.500743 -1.684 -1.041 -1.790
C -1.921769 -0.642613 -1.022377 0.284 -0.490 -1.973
O -2.871120 0.409034 -0.965941 0.178 3.422 -0.116
H 2.256790 1.637358 -0.282131 0.723 -0.313 -0.023
H 1.128228 2.377559 0.719374 0.428 -0.745 -0.685
H -0.417140 0.743095 0.748609 2.599 -1.173 -0.561
H 2.074864 -1.044461 1.597888 -1.409 0.647 -0.010
H 1.734787 0.448481 2.496264 -0.141 -0.017 -1.016
H -0.435518 -0.222301 2.895356 0.310 0.948 0.061
H 1.621347 -0.516108 -1.211275 -0.569 -0.713 0.540
H 0.543824 -1.763245 -0.317496 0.799 1.124 0.503
H -0.329265 0.549678 -1.877430 -0.071 2.356 -0.588
H -0.212168 -1.001777 -2.395415 -0.729 -0.231 -0.066
H -2.399596 -1.223984 -1.938610 0.963 -0.058 2.659
H -1.899656 -0.998330 0.026460 -0.099 -0.987 -0.879
H -2.566828 1.380185 -1.024612 -0.050 -2.592 0.134
```
Positions in Å, forces in eV/Å.

## Properties
spin multiplicity: 1
E: -10978.441 eV
HOMO energy: -0.3320 hartree
Kohn-Sham gap: 9.893 eV
F_max: 3.4 eV Å⁻¹
charge: 0

---

ORCA calculation (wB97M-V/def2-TZVPD) on a 2-piece molecular cluster, C4H12 overall in a non-equilibrium geometry.

```
16
Properties=species:S:1:pos:R:3:forces:R:3
C -1.146463 -2.243666 0.301500 -0.582 0.798 -0.996
C 0.231389 -2.663927 -0.249329 -0.685 1.473 -0.053
H -1.930797 -2.378267 -0.436569 -0.145 -0.405 -0.216
H -1.547108 -2.564822 1.231405 0.196 -1.345 0.844
H -1.232172 -1.168977 0.475033 0.711 0.297 -0.249
H 0.427498 -1.852574 -0.991002 0.747 -0.364 0.887
H 0.308821 -3.530082 -0.881871 -0.584 -0.819 0.178
H 0.936760 -2.768134 0.575444 0.343 0.382 -0.394
C -0.021042 2.209581 0.524564 -3.520 0.453 -2.230
C 1.026379 2.618036 -0.514360 2.500 -1.198 2.269
H 0.008031 1.160200 0.809670 0.104 -0.011 -0.100
H -0.243991 2.798945 1.469441 0.680 -0.256 -1.488
H -0.930406 2.345172 -0.257945 0.921 -0.712 2.723
H 1.768080 3.158438 0.060886 0.252 1.155 -0.460
H 0.644167 3.131051 -1.379592 0.160 0.127 -0.129
H 1.700854 1.749026 -0.737276 -1.096 0.422 -0.585
```
Positions in Å, forces in eV/Å.

## Properties
spin multiplicity: 1
E: -4341.203 eV
HOMO energy: -0.4047 hartree
Kohn-Sham gap: 12.084 eV
F_max: 4.2 eV Å⁻¹
charge: 0

---

ORCA calculation (wB97M-V/def2-TZVPD) on C21H36P2RuSe as an isolated structure in a non-equilibrium geometry.

```
61
Properties=species:S:1:pos:R:3:forces:R:3
P -3.484166 3.110785 -0.652754 -3.546 6.408 -0.088
P -3.284650 -0.409578 -1.697828 -7.084 -0.705 -3.880
C -4.449448 2.126664 -1.877099 0.792 0.163 -0.154
C -4.564810 0.788525 -1.104178 0.119 -0.180 0.469
H -3.817345 2.168387 -2.772811 -0.625 -0.419 0.362
H -5.423075 2.570879 -2.125609 0.394 0.053 0.349
H -4.383453 0.998108 -0.019282 -0.615 -0.463 -0.894
H -5.540569 0.294294 -1.164911 0.047 0.245 -0.271
C -3.566791 -0.046779 -3.466873 0.507 -0.529 -0.318
H -2.912961 -0.716535 -4.019205 -0.201 -0.144 -0.373
H -3.273526 0.978101 -3.720544 0.117 -0.715 -0.090
H -4.627927 -0.196727 -3.714477 0.335 -0.052 -0.028
C -4.006960 -2.053386 -1.455747 -0.087 -0.225 -0.098
H -4.851348 -2.231656 -2.130419 0.095 -0.011 0.162
H -4.331191 -2.179291 -0.417233 0.053 -0.037 -0.135
H -3.210550 -2.780553 -1.668065 -0.377 0.038 0.050
C -3.423430 5.160118 -0.950888 0.354 0.113 -0.545
H -3.889180 5.732132 -0.131472 -0.247 -0.809 -0.225
H -3.940095 5.379567 -1.897389 0.048 0.044 0.432
H -2.410611 5.576869 -1.011882 -0.571 -0.462 -0.185
C -5.110544 3.680834 0.139146 -0.524 -0.566 1.174
H -5.647283 2.871961 0.628352 -0.194 -0.270 -0.047
H -5.758863 4.095208 -0.649109 0.420 -0.293 0.052
H -5.039224 4.483295 0.881772 0.198 -0.451 -0.178
Ru -1.556131 -0.141518 -0.782651 9.000 1.380 2.000
C -2.187814 4.484486 -3.026808 1.996 -0.079 -1.813
C -0.982105 4.727938 -2.574086 0.591 -2.541 1.430
C -0.609774 3.654304 -1.419447 -0.309 -0.090 -0.782
C -0.534305 4.024384 0.093686 1.374 0.134 0.725
C -1.615141 4.638785 0.981395 1.189 1.155 -1.264
C -2.632105 4.146842 1.728191 0.072 -1.416 0.092
C -2.673249 2.721787 2.271970 0.150 -0.164 0.568
C -2.826667 1.717966 1.178232 1.115 -1.549 0.799
C -0.247363 0.266441 0.810394 -0.156 -0.497 1.092
H -2.705242 4.507690 -3.974481 -0.397 0.542 0.129
H -0.074366 5.262754 -2.934503 -1.172 -0.005 -0.103
H 0.393645 3.245323 -1.705721 -0.664 0.521 0.430
H -1.270321 2.745124 -1.516077 0.413 0.870 -0.172
H -0.138247 3.123685 0.580789 -0.084 0.028 -0.029
H 0.316502 4.734691 0.083026 -0.462 -0.146 0.491
H -1.457589 5.725524 1.009826 -0.691 -0.239 -0.111
H -3.460062 4.795019 2.002303 0.455 0.131 0.261
H -3.493735 2.572494 3.013329 0.493 0.278 -0.599
H -1.735657 2.572973 2.840540 -0.289 -0.133 -0.146
H -2.018912 1.740131 0.401423 -0.334 0.196 0.487
H -3.038268 0.667412 1.457197 -0.446 0.612 0.145
H -0.639360 -0.622522 1.338625 0.397 0.351 0.431
H -0.416507 1.182387 1.373233 0.367 -0.213 -0.005
H 0.775619 0.107452 0.460727 -0.258 0.195 0.215
Se 0.029690 0.251163 -2.651099 -1.173 0.403 0.071
C 0.796296 -1.132978 -1.688144 -0.447 -0.749 0.781
C 2.112812 -1.193800 -1.198706 0.009 0.209 -0.021
C 2.397493 -2.013372 -0.110442 -0.492 -0.044 -0.407
C 1.392570 -2.802675 0.507323 -0.136 -0.302 0.286
C 0.125393 -2.824921 -0.012500 -0.581 0.223 -0.441
C -0.257179 -1.965694 -1.121181 0.718 -0.532 0.003
H 2.889164 -0.551190 -1.638440 -0.413 -0.350 0.261
H 3.408904 -2.070275 0.271626 0.009 0.096 -0.011
H 1.636774 -3.440352 1.371795 -0.036 0.366 -0.601
H -0.635773 -3.532749 0.336583 0.432 0.264 0.089
H -0.995728 -2.413072 -1.804098 0.352 0.362 0.176
```
Positions in Å, forces in eV/Å.

## Properties
spin multiplicity: 5
E: -108836.004 eV
HOMO energy (alpha / beta): -0.5030 / -0.5194 hartree
Kohn-Sham gap (alpha / beta): 6.046 / 4.302 eV
F_max: 9.3 eV Å⁻¹
charge: +2

---

ORCA calculation (wB97M-V/def2-TZVPD) on a 2-piece molecular cluster, C5H10N overall in a non-equilibrium geometry.

```
16
Properties=species:S:1:pos:R:3:forces:R:3
C -0.232796 0.691769 1.718055 -1.681 0.423 -1.813
C 1.151827 1.206079 1.924692 -0.579 -0.439 0.229
C 0.629426 -0.270455 1.884171 0.532 0.474 -0.809
C -0.679742 0.474788 -1.612522 -0.844 2.805 -1.260
C -0.244664 -1.831215 -1.499481 1.256 -1.197 2.654
N -0.306378 -0.710571 -0.953283 -0.435 1.330 -0.180
H -1.228824 1.007654 1.222133 1.596 -0.571 1.553
H 1.709069 1.829074 1.205702 -0.218 -1.061 -0.265
H 0.872282 -1.339319 1.747246 -0.092 0.907 0.416
H -0.909863 0.348844 -2.678018 -0.176 -0.146 0.469
H -1.522942 0.834689 -1.007872 -0.366 -0.011 -0.762
H -0.004489 1.353823 -1.542367 0.379 -1.020 0.202
H 1.312552 1.554771 2.904693 0.382 0.424 1.094
H -0.021380 -2.654233 -0.866725 -0.074 -0.735 0.669
H -0.212277 -2.069586 -2.498135 -0.455 0.365 -2.520
H -0.311801 -0.426113 0.051713 0.774 -1.550 0.323
```
Positions in Å, forces in eV/Å.

## Properties
spin multiplicity: 1
E: -6825.872 eV
HOMO energy: -0.5062 hartree
Kohn-Sham gap: 8.783 eV
F_max: 3.2 eV Å⁻¹
charge: +1

---

Q: Which formula does entry 4 have?
A: C5H10N

---

Q: Among the records above, which one has the highest charge?
A: C21H36P2RuSe

---

Q: Among the records above, which one has the highest F_max?
A: C21H36P2RuSe

---

Copy entry 4 word for word.
ORCA calculation (wB97M-V/def2-TZVPD) on a 2-piece molecular cluster, C5H10N overall in a non-equilibrium geometry.

```
16
Properties=species:S:1:pos:R:3:forces:R:3
C -0.232796 0.691769 1.718055 -1.681 0.423 -1.813
C 1.151827 1.206079 1.924692 -0.579 -0.439 0.229
C 0.629426 -0.270455 1.884171 0.532 0.474 -0.809
C -0.679742 0.474788 -1.612522 -0.844 2.805 -1.260
C -0.244664 -1.831215 -1.499481 1.256 -1.197 2.654
N -0.306378 -0.710571 -0.953283 -0.435 1.330 -0.180
H -1.228824 1.007654 1.222133 1.596 -0.571 1.553
H 1.709069 1.829074 1.205702 -0.218 -1.061 -0.265
H 0.872282 -1.339319 1.747246 -0.092 0.907 0.416
H -0.909863 0.348844 -2.678018 -0.176 -0.146 0.469
H -1.522942 0.834689 -1.007872 -0.366 -0.011 -0.762
H -0.004489 1.353823 -1.542367 0.379 -1.020 0.202
H 1.312552 1.554771 2.904693 0.382 0.424 1.094
H -0.021380 -2.654233 -0.866725 -0.074 -0.735 0.669
H -0.212277 -2.069586 -2.498135 -0.455 0.365 -2.520
H -0.311801 -0.426113 0.051713 0.774 -1.550 0.323
```
Positions in Å, forces in eV/Å.

## Properties
spin multiplicity: 1
E: -6825.872 eV
HOMO energy: -0.5062 hartree
Kohn-Sham gap: 8.783 eV
F_max: 3.2 eV Å⁻¹
charge: +1